181
Properties=species:S:1:pos:R:3 method="wB97M-V/def2-TZVPD" spin_multiplicity=1 largest_force_ev_per_a=3.48 de_lowest_kj_mol=597.3 gap_ev=8.34 e_homo_ev=-8.1
H -0.40233 -7.43789 -7.10872
H 1.40386 6.84796 -9.14060
H -0.59683 9.20144 7.20919
O -8.22843 1.00173 6.02847
H 7.49688 5.74121 3.31148
H 2.78931 -0.44283 4.75350
H -1.91455 -8.12633 -6.97628
H 3.95083 3.67173 -3.53724
H 8.59220 -8.07426 7.43784
H 4.88369 1.34307 -4.32972
H -0.76963 1.30692 0.08103
H 6.36266 2.12380 -3.97563
C 9.56226 -4.55876 4.66260
H -5.72984 -4.41898 -9.04471
H -1.04014 6.47408 -4.36323
H 0.89870 1.71742 0.23677
H -2.42355 -8.23301 -4.25633
C 0.16666 0.96062 0.51868
C -0.16346 7.09902 -4.19300
C -5.25774 -4.96714 6.01967
C 8.91008 7.26540 4.00114
H -1.29869 -9.42764 -3.63928
C -2.27391 -3.98062 8.70121
C 9.42153 5.04448 2.77102
C -1.70969 -9.00096 -4.55422
N -4.56490 -1.97880 -8.59659
O 8.80352 6.72537 5.35412
H 0.72529 -7.91830 -3.83875
H 3.60252 -1.47545 1.37955
H -5.04857 -3.37004 9.10980
O 0.93628 6.59554 -4.89087
H -7.64035 -1.77921 -0.83289
C -5.66731 -3.74131 -9.89615
H 10.19673 8.14922 6.17027
H 0.37605 0.01235 0.02367
H -5.14932 8.06063 1.00093
H 5.80186 -5.50893 6.04995
H -4.21916 -5.29436 6.06854
H 3.95409 -1.31623 3.81291
H 0.17369 7.00852 -3.16043
O -7.21860 8.35891 1.19596
C 0.13220 0.78914 2.05937
H 8.49369 8.31851 6.65019
H 1.34143 4.51041 8.82151
H -1.92269 -3.26615 7.95671
H -6.53493 0.60336 4.90449
H -0.14800 6.17320 -6.60519
H -1.77424 8.68082 6.10585
H 2.31852 1.89280 1.74288
H -5.63541 -3.27762 -1.46399
O -4.50262 -2.75902 -7.46406
H 6.49424 -5.22890 7.62408
H -0.33970 -6.54120 -4.06763
C -7.03720 1.42315 5.41807
H 0.15949 -1.90704 0.98512
H 1.26697 -1.98727 3.90032
H -4.85685 -0.38403 -6.32053
H 5.34387 2.79386 -5.21889
H 9.40906 6.98482 7.28216
H -6.25817 0.68295 -10.26488
C 1.38076 -1.78176 2.83593
H 0.92532 -6.91653 -5.30364
C 2.27903 -0.51080 2.65049
H -4.61102 1.17648 -7.02843
H -6.15773 6.70486 0.60340
C -0.74265 1.95762 2.67036
H 0.54784 7.84809 -6.43819
H 9.86914 -3.92442 5.49419
H 9.01715 -5.59997 6.94880
C -0.58303 -8.29230 -5.40370
O -2.25731 -9.94917 -5.45985
H -7.24623 -0.80626 -8.82097
H -3.19778 0.06546 -10.26644
C -2.62113 -0.75501 -7.76735
C 6.23812 -6.01346 6.91206
C -6.96678 -1.85092 -8.68423
C -1.60331 9.44217 6.86691
H -4.70095 -1.84832 -11.22079
H 8.31918 8.18127 4.01246
H -7.85501 -2.37418 -9.03825
H -1.99925 -1.47708 -8.29648
H -3.84748 -11.32427 -5.64976
C 0.20750 -7.32456 -4.59206
H -2.36529 -3.51622 9.68309
C 8.65411 -6.13361 6.07044
H 3.78524 6.93321 -7.86357
H 2.39315 -0.59753 0.39308
C -4.05892 -0.58689 -8.33576
O 4.76561 3.26770 -3.22985
O -2.34552 9.08969 8.06354
N 7.70085 -7.69499 7.72376
N 8.21930 6.68837 1.67749
H 10.45951 5.34223 2.62254
C 0.69834 6.77976 -6.28286
H 2.21766 5.32561 -6.79583
H 9.03409 4.35882 2.01746
H -3.70000 -3.26939 -7.59411
H 4.04990 0.40472 3.74299
C 8.44769 6.19934 3.03913
H 1.48223 2.58965 6.72252
H 9.47514 4.33195 3.59414
H 3.71936 7.27683 -6.20393
H -3.91276 1.30708 -9.44180
H -1.57018 10.46998 6.50552
H -4.72163 -3.96002 -10.39208
H -1.44905 -4.69228 8.66610
H -1.68943 -0.50682 1.80445
C -5.71235 -2.25293 -9.42879
O 2.13464 1.88822 2.68509
H -6.95329 -2.03408 -7.60981
H 1.95473 -2.62930 2.46131
H 3.74310 0.21893 1.18549
O 8.38942 -5.35118 4.96938
C 3.33750 -0.41739 3.81172
C -4.62190 -3.71835 8.16920
H -6.83966 -3.02366 7.08746
H -5.94747 0.17840 -7.58818
H -6.02607 8.22180 -0.48049
H 5.39317 -6.55539 7.33687
N 1.65469 6.08195 -8.53198
H -7.31655 -3.79611 8.33056
H -8.50737 1.56315 6.75552
H -1.88568 9.43437 8.83254
H 1.51391 4.71550 7.06201
O -7.08094 -2.31328 -0.26418
C 1.75559 4.07655 7.91138
C -0.75767 -0.50560 2.37005
H 7.56143 6.08578 1.20401
H -1.00532 -0.60005 3.42734
H 2.81760 8.32988 -7.38615
C -4.90618 0.15464 -7.26683
H -3.01539 -11.38018 -4.11540
H 2.83325 3.92732 7.97834
C 1.91465 6.32527 -7.10721
C 3.00016 -0.57068 1.29802
H -1.79331 1.84532 2.40277
H -7.35168 2.24570 4.77572
C -5.36857 0.13680 -10.57865
H -2.57810 -1.01832 -6.71051
H -4.07872 -10.00794 -4.54541
H -7.33721 -3.71533 -1.59836
H -5.11595 0.62513 -11.51983
H -6.36414 1.69161 6.23234
H -5.90915 -5.74197 5.61544
H 7.04459 -7.53651 5.65446
H -6.42387 -4.22944 -0.18505
N -1.22073 -7.54607 -6.52682
H 7.77624 7.59497 1.63420
H 9.44427 -6.82416 5.77567
O 1.19328 2.81409 7.61006
N -6.95079 -3.97552 7.40637
C -3.32964 -10.70857 -4.91433
H -6.48854 -4.02763 -10.55320
H -0.30637 8.17198 -4.32128
H -5.34596 -4.17276 5.27854
C 0.03782 -1.76160 2.05850
N 1.44335 0.71045 2.80286
H 9.93150 7.50953 3.70927
H -5.88431 -5.50952 8.04636
C -5.54464 -1.39645 -10.69916
C -4.07656 0.24944 -9.64837
H -6.44327 -1.38500 -11.31596
C 7.35930 -6.94329 6.51303
C -6.08812 7.78929 0.51810
O -3.50843 -4.57854 8.32614
C 9.27891 7.60643 6.39629
H -2.07161 0.18547 -7.72677
C 3.10496 7.31717 -7.10336
C -5.67207 -4.63868 7.42612
C -6.55691 -3.41621 -0.89854
H -0.55366 -2.57816 2.47260
H -4.46783 -2.86225 7.51234
C 5.32412 2.33516 -4.23031
H -7.35924 9.23485 0.82915
H 10.38188 -5.16386 4.27506
H 9.21279 -3.94657 3.83122
H -0.67730 1.97577 3.75825
H 0.13011 -8.98841 -5.84523
H 7.97685 -7.01707 8.41971
H 0.83106 5.49842 -8.56698
H -0.35812 2.90427 2.29077

187
Properties=species:S:1:pos:R:3 method="wB97M-V/def2-TZVPD" spin_multiplicity=1 largest_force_ev_per_a=15.92 de_lowest_kj_mol=5006.5 gap_ev=8.17 e_homo_ev=-7.8
H -9.12268 30.83518 -13.83095
C -10.55204 30.76551 -14.97762
H -9.00995 25.61328 -15.47960
H -8.30608 26.67694 -10.16849
H -8.88828 27.61729 -16.52673
H -12.64909 32.58012 -15.70111
H -6.84557 34.33840 -17.14834
H -14.50618 29.90464 -11.23130
H -5.01615 30.39002 -13.20772
C -7.67074 33.62643 -17.13157
O -11.40638 25.55523 -20.15415
C -7.06439 24.40581 -13.75439
O -10.11120 23.89726 -16.29423
C -14.46244 31.93470 -16.68541
C -12.35229 26.19084 -18.11935
H -7.79061 27.28312 -18.14669
C -11.53620 22.54499 -14.70181
H -12.60303 23.88411 -16.03637
H -11.40379 25.81959 -17.73128
N -7.69480 25.20501 -17.77996
O -7.22756 29.38532 -17.86673
H -11.43698 26.40033 -15.19453
C -10.68828 25.17443 -9.93689
H -5.75843 26.34509 -13.32870
H -8.75837 30.32212 -15.48760
H -7.80963 33.17734 -16.14814
O -8.72428 27.15524 -14.42052
H -10.46929 29.79864 -16.94669
H -3.93019 31.79908 -16.72821
C -13.20321 31.66931 -15.92798
H -9.36778 29.00296 -11.87023
H -6.69868 28.79388 -15.56852
H -10.28758 27.77780 -11.83887
O -8.67788 34.73603 -19.03854
H -5.18105 29.28761 -15.71899
C -7.03435 25.85506 -18.93452
O -14.11852 27.97219 -13.24291
H -4.96262 22.71397 -15.71786
O -15.73416 24.54384 -16.01161
H -6.58391 25.14299 -13.11111
H -10.58486 24.77034 -15.31287
H -12.74185 29.80831 -16.20979
C -8.86840 26.30338 -11.02427
H -8.37860 25.34178 -11.17765
H -12.57569 22.71642 -14.42220
C -3.71415 31.04274 -15.97364
H -8.86209 31.99141 -15.15853
H -15.12244 31.07427 -16.57506
H -9.21512 29.54421 -18.27874
H -13.67091 25.98753 -13.20294
H -12.62811 29.03660 -12.29611
H -5.75150 25.89338 -17.04637
H -13.25849 26.87898 -14.72006
H -11.21650 30.52811 -12.44251
H -10.56009 31.61334 -17.01786
C -14.59077 23.67845 -15.76139
H -8.62827 28.84102 -15.32315
H -9.66730 29.53777 -12.67372
N -9.62075 28.21965 -12.45549
C -9.43019 35.72994 -19.70705
H -9.88085 24.75278 -9.33824
H -6.44020 31.98185 -16.25837
H -11.44712 22.55920 -17.28681
H -7.26247 24.81981 -14.74306
N -13.88732 31.65059 -12.11974
H -10.82572 26.22548 -20.52184
H -8.61039 35.43695 -17.03664
C -8.63822 31.56971 -17.93234
C -7.05708 28.05464 -18.38076
H -11.07000 24.24186 -10.35247
O -15.10271 33.08404 -16.08879
H -6.94699 28.29672 -11.44929
H -9.22899 35.76776 -20.77765
H -5.28857 21.69641 -19.71247
H -6.03666 27.72993 -18.17723
H -4.26898 22.97022 -20.29487
H -9.63449 31.95050 -18.15719
C -13.47792 29.25333 -12.94337
C -14.48128 30.26001 -12.26144
C -10.89462 30.70526 -16.51630
C -10.73672 29.64158 -12.85720
N -12.35511 30.64498 -16.62273
O -12.15690 27.56195 -17.71328
H -2.70578 31.31079 -15.65829
C -12.61981 26.06903 -19.59708
C -5.53365 23.56438 -16.09046
H -14.18466 32.00610 -17.73700
H -9.47937 30.93025 -14.87591
N -7.58532 32.57915 -18.10603
H -7.12214 28.15105 -19.46453
C -10.89489 23.48187 -17.46524
H -15.97138 33.84838 -14.37952
H -8.80636 22.16494 -13.94131
H -14.61380 22.91244 -16.53650
H -7.04910 25.85443 -15.91016
N -5.78072 28.48666 -15.85674
H -8.24112 30.22074 -19.54112
H -13.42706 25.33802 -19.64272
H -14.83525 32.57738 -14.04890
O -13.14913 24.99129 -14.25145
H -4.77536 32.23338 -14.59249
H -13.29552 25.50509 -16.08541
N -4.42539 30.29938 -14.02189
H -10.60572 25.93985 -16.13915
O -6.14450 23.56010 -19.66643
C -4.81946 31.24473 -15.04936
H -8.82227 31.46366 -16.86324
H -5.13705 23.64459 -17.10257
H -11.12640 28.80839 -12.27236
H -6.99901 27.25125 -13.92879
C -5.02200 22.73937 -19.54135
H -9.14743 36.70581 -19.31233
H -16.38590 32.12600 -14.70869
C -5.84455 24.99448 -19.25977
C -5.90905 27.24275 -13.92839
H -9.66549 25.76789 -18.36522
H -8.75663 27.66520 -13.60781
C -13.35612 24.53498 -15.59215
H -6.41756 30.25955 -16.09331
H -11.61089 24.25818 -17.73506
H -8.84483 26.83092 -17.31591
C -8.52429 31.05469 -14.71517
C -15.87688 30.38415 -12.84300
H -13.03597 25.61436 -17.49616
H -10.48055 35.50045 -19.52767
H -10.98556 28.24647 -14.34647
C -7.15631 27.77675 -12.38413
O -5.37546 24.75145 -15.32796
H -11.52412 25.51642 -9.32656
H -11.91364 27.59379 -16.78516
C -15.60909 32.88951 -14.75022
C -10.65219 23.57496 -13.89510
H -14.55327 23.25814 -14.75638
C -9.11491 23.20303 -14.06486
C -10.75235 28.10684 -15.40203
O -10.30889 26.13561 -10.92608
H -10.98219 31.71833 -14.66905
H -15.89390 30.67075 -13.89451
C -8.98910 25.76818 -17.51047
H -16.40226 31.20316 -12.35179
C -5.96495 25.94399 -15.97867
C -8.55829 27.15326 -12.28652
H -5.45244 25.48389 -20.15130
H -12.20682 25.17214 -14.22088
H -15.81032 25.12078 -15.24811
H -13.20100 31.49301 -11.39570
C -8.79782 34.53923 -17.62578
H -11.37451 22.66446 -15.77311
H -3.48213 30.57276 -13.78603
H -11.25499 21.52120 -14.45510
H -12.15259 26.91585 -13.36177
H -13.51426 31.15710 -15.01749
H -6.70897 26.89203 -18.85139
H -7.83188 33.02315 -18.97906
C -8.31372 30.13047 -18.45729
H -7.79164 25.93106 -19.71480
C -9.72477 25.30642 -16.24312
C -5.46084 27.20094 -15.28816
H -9.79383 34.11660 -17.49369
H -11.11790 28.96006 -15.97343
O -11.44623 27.00980 -15.93619
H -13.26621 29.70916 -13.91058
H -4.37357 27.19264 -15.21148
H -12.82362 27.00885 -20.11022
H -5.00770 24.97650 -18.56158
H -6.57041 23.24224 -16.18775
O -8.29706 24.01812 -13.25101
O -10.90030 29.67133 -14.22774
H -7.63399 24.20150 -17.87668
C -9.15767 27.90692 -15.51102
C -6.26660 31.18414 -15.53613
N -10.94159 24.91651 -14.37934
H -8.59700 26.50260 -13.16016
O -7.18409 31.22976 -14.42864
H -5.56171 28.10220 -13.35498
H -3.71439 30.04231 -16.40635
H -10.24169 25.52901 -13.98553
H -8.82130 23.43745 -15.08806
H -10.49243 23.31210 -18.46388
H -10.72602 23.51766 -12.80911
H -14.59048 32.03989 -11.50810
H -6.45045 23.50639 -13.70720
H -6.44858 26.96283 -12.54148
H -6.95860 28.41976 -13.24177
H -16.42177 29.44345 -12.76371
H -4.52278 22.80276 -18.57447
C -13.20802 26.87658 -13.63123